Below is a structure of composition C23H42N2O3OsP2 in a non-equilibrium geometry, with properties calculated with ωB97M-V with the def2-TZVPD basis set.

Electronic energy (eV): -54675.7253
Energy above the lowest of the compared OMol25 structures with the same formula, charge and spin (kcal/mol): 115.5
HOMO (spin up / spin down) (eV): -12.217 / -14.990
E_LUMO (spin up / spin down) (eV): -7.66 / -8.89
⟨S²⟩: 6.066
F_max (eV/A): 5.0

ORCA input file:
```
! wB97M-V def2-TZVPD RIJCOSX def2/J DEFGRID3
* xyz 2 5
P -0.20 -2.79 -1.58
P 0.76 0.02 -2.54
C -0.29 -2.36 -3.36
C 0.83 -1.35 -3.68
H -1.32 -2.03 -3.55
H -0.12 -3.29 -3.90
H 1.83 -1.75 -3.46
H 0.81 -0.94 -4.69
C -0.21 1.12 -3.78
H -0.57 2.09 -3.42
H -1.05 0.58 -4.20
H 0.46 1.35 -4.62
C 2.27 1.04 -2.96
H 2.23 1.17 -4.06
H 3.17 0.48 -2.68
H 2.28 2.04 -2.49
C -1.70 -2.82 -0.53
H -1.39 -3.06 0.49
H -2.34 -3.60 -0.93
H -2.17 -1.83 -0.53
C 2.53 -3.97 -1.76
H 2.52 -3.51 -2.77
H 2.03 -4.94 -1.81
H 3.61 -4.24 -1.62
Os 1.60 -2.62 -0.56
C -2.24 4.30 -1.02
C -3.23 3.53 -0.54
C -3.83 2.44 -1.43
C -2.87 1.30 -1.85
C -1.66 1.16 -0.99
C -0.56 1.89 -0.74
C 0.07 3.21 -0.66
C -0.85 4.43 -0.42
C 1.14 -4.27 0.68
H -2.44 4.92 -1.85
H -3.67 3.64 0.45
H -4.25 2.88 -2.33
H -4.66 2.07 -0.81
H -3.56 0.47 -1.60
H -2.73 1.28 -2.93
H -1.99 0.57 -0.10
H 0.22 1.24 -0.39
H 0.61 3.42 -1.56
H 0.79 3.23 0.19
H -0.99 4.75 0.64
H -0.31 5.23 -0.93
H 2.03 -4.67 1.18
H 0.70 -5.10 0.10
H 0.44 -3.94 1.48
C 0.51 -1.84 4.93
C 0.06 -0.45 4.49
C 0.78 0.09 3.26
C 0.44 1.60 3.12
C -1.02 1.94 3.32
C 2.30 0.03 3.47
O 2.88 0.61 4.38
N 3.06 -0.71 2.54
C 2.53 -1.58 1.61
O 3.24 -2.30 0.84
N 1.20 -1.61 1.41
C 0.35 -0.67 1.97
O -0.78 -0.49 1.48
H 0.40 -2.58 4.11
H -0.09 -2.20 5.78
H 1.56 -1.83 5.25
H -1.03 -0.47 4.35
H 0.23 0.24 5.33
H 1.03 2.15 3.86
H 0.77 1.98 2.14
H -1.30 1.89 4.37
H -1.27 2.94 2.96
H -1.64 1.23 2.76
H 4.08 -0.73 2.67
*
```